# 1
14
Properties=species:S:1:pos:R:3 method="wB97M-V/def2-TZVPD" homo_lumo_gap_ev=10.35 total_charge=+1 spin_multiplicity=1 lumo_ev=-3.3 de_lowest_kcal_mol=60.48 e_tot_ev=-10081.78020
C -0.90267 -0.31094 -1.63795
N -0.96269 -0.77340 -0.56679
N 2.13751 0.69850 1.53481
N 1.29674 0.77975 -0.58765
N 1.71569 0.69342 0.48668
N -0.70091 0.08642 -2.85782
N -0.62131 -0.44770 2.39149
H 1.89475 1.04949 -1.41415
H -0.56019 -0.89327 1.39058
H -1.49398 0.31597 -3.48326
H 0.14632 -0.03311 -3.38422
H -1.17346 0.37144 2.48587
H 0.35895 -0.35836 2.84785
H -1.13474 -1.17821 2.79456

# 2
10
Properties=species:S:1:pos:R:3 method="wB97M-V/def2-TZVPD" homo_lumo_gap_ev=10.34 total_charge=0 spin_multiplicity=1 lumo_ev=0.7 de_lowest_kcal_mol=67.45 e_tot_ev=-4685.00250
C -1.12549 0.26328 0.31959
H 0.49925 0.05315 1.46978
H -0.02232 -1.58488 0.92801
H -1.32516 -0.15359 -0.66982
H -1.88607 0.63262 1.16732
H -0.55467 1.30184 0.10591
H 0.83885 0.44065 -0.81595
H 2.05820 -0.76025 -1.49446
N 0.04505 -0.56341 0.70548
O 1.47236 0.37059 -1.71587

# 3
10
Properties=species:S:1:pos:R:3 method="wB97M-V/def2-TZVPD" smiles=CN.O homo_lumo_gap_ev=9.68 total_charge=0 spin_multiplicity=1 lumo_ev=1.0 de_lowest_kcal_mol=12.18 e_tot_ev=-4687.39941
C 0.32413 1.23742 -1.47545
H 0.69346 0.94831 -2.46763
H -0.60852 1.82189 -1.48858
H 1.12816 1.83855 -1.08161
H -0.76672 -0.15998 -0.46645
H 0.61842 -0.76047 -0.94365
H -0.53911 -1.60283 2.84982
H 0.27936 -1.32134 1.51606
N 0.17962 0.04644 -0.73324
O -0.50090 -1.06422 2.00843

# 4
11
Properties=species:S:1:pos:R:3 method="wB97M-V/def2-TZVPD" smiles=CO.NO homo_lumo_gap_ev=10.92 total_charge=0 spin_multiplicity=1 lumo_ev=0.9 de_lowest_kcal_mol=57.65 e_tot_ev=-6732.84388
C 2.20090 0.15376 0.06105
H -3.09604 -1.05781 -0.18215
H -1.99537 0.64668 -0.97587
H -1.42869 0.59424 0.51417
H 2.62091 0.26617 1.13723
H 1.87249 1.17543 -0.26270
H 3.03043 -0.16922 -0.59792
H 0.44631 -0.59991 0.42442
N -1.77729 0.03360 -0.22221
O -3.05463 -0.21348 0.20921
O 1.18099 -0.82945 -0.10525

Please write out number 4 again, unchanged.
11
Properties=species:S:1:pos:R:3 method="wB97M-V/def2-TZVPD" smiles=CO.NO homo_lumo_gap_ev=10.92 total_charge=0 spin_multiplicity=1 lumo_ev=0.9 de_lowest_kcal_mol=57.65 e_tot_ev=-6732.84388
C 2.20090 0.15376 0.06105
H -3.09604 -1.05781 -0.18215
H -1.99537 0.64668 -0.97587
H -1.42869 0.59424 0.51417
H 2.62091 0.26617 1.13723
H 1.87249 1.17543 -0.26270
H 3.03043 -0.16922 -0.59792
H 0.44631 -0.59991 0.42442
N -1.77729 0.03360 -0.22221
O -3.05463 -0.21348 0.20921
O 1.18099 -0.82945 -0.10525